Below is 3 unconnected molecules or ions with the total composition C31H30FNO9 at a distorted geometry, with properties calculated with ωB97M-V/def2-TZVPD.

Positions of all 72 atoms, in Å:
C  0.53623  -6.18801  5.43960
C  -2.86730  1.21203  2.50419
C  3.07051  3.32910  -7.57529
C  3.05344  5.39081  -5.59777
O  0.13999  -1.71106  5.00050
H  -1.78271  3.47854  -0.34246
C  -1.76584  -1.09697  3.44725
H  3.10095  -3.68450  -3.44193
H  1.03313  2.97607  -7.10736
H  1.04480  -3.66889  7.74697
O  0.36960  -6.35520  4.24535
H  -4.12950  2.11782  -1.06660
H  -5.88847  1.60766  -1.03941
H  0.30714  -2.85732  -1.54518
H  0.42306  -8.31412  5.94621
N  -0.07513  1.88081  -3.97086
C  1.93237  3.54876  -6.91561
C  0.72197  -4.83557  6.00723
O  1.09808  -5.62853  9.44788
H  -0.02514  1.04737  4.86418
H  2.35835  -0.51609  -2.96910
H  -2.81452  -1.20887  3.91248
C  -5.29594  3.13587  0.56855
O  0.95076  -1.45969  1.97652
C  4.28616  4.12293  -7.29564
F  -4.59409  3.56326  2.89444
C  -0.67904  -0.82948  4.62013
H  1.85862  -4.54036  -2.31759
C  0.74594  -7.14721  7.68582
C  -4.05895  3.53332  1.56039
H  0.70012  -4.01002  5.30632
C  0.88049  -0.97839  -0.51256
C  -0.69273  1.52941  0.27810
C  2.18388  -3.53262  -2.76655
O  1.07389  2.65528  -1.10718
C  -0.70964  0.30306  1.26758
C  0.45538  -0.79177  1.03712
H  0.62886  -0.95623  -3.37451
O  2.48290  -2.63696  -1.63725
C  1.27686  1.21661  -3.85731
C  -1.80223  2.60028  0.39920
H  3.15739  2.56629  -8.33892
O  5.32444  3.92062  -7.89638
H  -3.67482  4.53912  1.17731
H  1.34316  -3.14217  -3.43360
O  -0.62159  0.42017  5.33145
H  1.98287  2.01923  -3.41172
C  0.90658  -4.65254  7.31545
H  2.96643  6.15351  -4.83404
H  1.24409  -3.14269  0.00646
H  -1.46897  -2.03796  2.87362
H  -4.77559  0.89169  0.22999
C  0.90471  0.13682  -1.41602
H  -6.26137  2.91744  1.13750
C  1.21809  -2.48829  -0.94912
H  -3.66500  1.08022  3.30864
C  1.28117  -0.09851  -2.94927
H  -0.70639  1.52155  -3.24336
H  0.09713  2.89569  -3.82539
C  0.56134  -7.33049  6.37798
C  4.19156  5.17123  -6.25736
C  0.50191  1.58232  -0.81000
C  -4.98934  1.85087  -0.35115
C  -1.75628  0.12897  2.39246
H  -5.53109  3.99952  -0.15888
C  1.83813  4.59696  -5.87764
H  0.76787  -7.97207  8.38712
H  5.09042  5.74390  -6.06525
O  0.79911  4.79866  -5.27697
C  -2.88899  2.41896  1.49898
C  0.93168  -5.79438  8.25356
H  1.69912  1.00421  -4.91133

Calculated values
HOMO level: -9.38 eV
Gap between HOMO and LUMO: 7.7 eV
SMILES: CC[C@@H](F)c1cc(CC(=O)O)c2c(c1)C(=O)C(CCN)=C(COC)C2=O.O=C1C=CC(=O)C=C1.O=C1C=CC(=O)C=C1
E_tot: -2030.69092 hartree